[1]
Formula: C6F10
Source: OMol25
Level of theory: wB97M-V/def2-TZVPD

Results
LUMO in eV: -0.58
Gap between HOMO and LUMO in eV: 9.727
Molar mass in g mol⁻¹: 262.0

ORCA input file:
```
! RIJCOSX wB97M-V def2-TZVPD def2/J DEFGRID3
* xyz 0 1
F -1.86754 -0.14080 0.21198
F 1.61901 -0.87557 0.81089
F 0.83110 -1.26739 -1.93661
F -0.53147 1.96963 1.22929
F -2.48438 -0.31221 -2.53791
F -1.18995 -1.75704 -3.59333
F -2.23949 -2.43954 -1.83678
F 1.72027 0.69032 3.26119
F 2.77963 1.60470 1.45350
F 1.37684 2.74641 2.77073
C -0.62244 -0.40857 -0.24412
C 0.50495 -0.06938 0.67435
C -0.42487 -1.02292 -1.46258
C 0.49322 1.11390 1.35292
C -1.61662 -1.36554 -2.38205
C 1.65175 1.53399 2.22854
*
```

[2]
Formula: C24H10Cl7HfN4O2SbSe4
Source: OMol25
Level of theory: wB97M-V/def2-TZVPD

Results
LUMO in eV: 3.95
Gap between HOMO and LUMO in eV: 5.977
Molar mass in g mol⁻¹: 1250.6

ORCA input file:
```
! RIJCOSX wB97M-V def2-TZVPD def2/J DEFGRID3
* xyz -2 1
Hf 0.65331 -0.09599 0.69535
Cl 1.75259 0.13185 -6.32253
C 1.18336 0.55437 -4.72849
C 1.85948 0.04616 -3.63109
C 1.42832 0.35674 -2.34748
N 1.87197 -0.25252 -1.17435
C 3.04215 -0.92779 -1.14602
O 3.99717 -0.82384 -1.90416
C 3.01256 -2.04457 -0.13592
C 4.09096 -2.89259 -0.00483
C 3.94915 -4.03529 0.76562
C 2.71636 -4.30844 1.32359
C 1.68570 -3.39492 1.15265
N 1.83398 -2.25972 0.47014
C 0.34456 1.23224 -2.16876
C -0.34378 1.71110 -3.27746
C 0.07849 1.36839 -4.55492
Cl -0.80647 1.99373 -5.91966
N 0.04714 1.47579 -0.81663
C -0.73407 2.52725 -0.48677
O -1.30867 3.31941 -1.22983
C -0.82153 2.73945 0.99873
C -1.43940 3.87023 1.49917
C -1.44145 4.07468 2.86841
C -0.81796 3.14135 3.67851
C -0.22468 2.03572 3.09564
N -0.23301 1.82974 1.77726
H 2.71307 -0.59663 -3.77561
H 5.00107 -2.63891 -0.52936
H 4.78247 -4.71439 0.90103
H 2.52968 -5.19976 1.90590
H 0.70409 -3.58801 1.55785
H -1.19818 2.35374 -3.15420
H -1.89266 4.55122 0.79343
H -1.91870 4.95009 3.29210
H -0.78664 3.23571 4.75516
H 0.27340 1.29969 3.71058
Cl -0.77213 -1.96200 -1.48533
C -2.06178 -0.94342 -0.89449
C -1.87939 -0.39464 0.36932
C -3.01275 0.24305 0.86948
Cl -3.05610 0.72896 2.53781
C -4.16630 0.45805 0.10942
Cl -5.52566 1.30089 0.77289
C -4.22787 -0.00553 -1.19993
Cl -5.62818 0.29137 -2.17229
C -3.16591 -0.74153 -1.71241
Cl -3.23232 -1.37887 -3.31414
Se -0.03639 -0.48570 5.72991
Sb 0.70220 -1.79328 3.86109
Se 2.55240 0.44193 2.24804
Se -1.51754 -2.66163 2.40045
Se -0.55611 -4.12296 3.94716
*
```